{
  "formula": "C30H42CoN7P2S",
  "method": "wB97M-V/def2-TZVPD",
  "total_charge": 2,
  "relative_energy_ev": 2.5331,
  "gap_ha": [0.1728, 0.1728],
  "e_tot_ha": -4014.84229,
  "spin_multiplicity": 1,
  "max_force_ev_per_a": 3.0,
  "symbols": ["Co", "C", "C", "C", "C", "C", "N", "C", "C", "C", "C", "C", "C", "C", "N", "C", "C", "C", "N", "C", "C", "N", "C", "C", "C", "N", "H", "H", "H", "H", "H", "H", "H", "H", "H", "H", "H", "H", "H", "H", "H", "H", "H", "H", "C", "P", "C", "C", "C", "P", "C", "C", "H", "H", "H", "H", "H", "H", "H", "H", "H", "H", "H", "H", "H", "H", "H", "H", "C", "N", "C", "C", "N", "C", "S", "H", "H", "H", "H", "H", "H", "H", "H"],
  "xyz": [[-0.93869, 0.53718, -0.08782], [4.31961, -1.28702, -4.60352], [3.50401, -0.83802, -3.44172], [3.86451, -1.14932, -2.12682], [3.09971, -0.73512, -1.06532], [1.90891, 0.01268, -1.23852], [1.18961, 0.44058, -0.16002], [1.92351, 0.83578, 0.92188], [3.13331, 1.55068, 0.74658], [3.90731, 1.95248, 1.80608], [3.53061, 1.66968, 3.12248], [4.35401, 2.08588, 4.28948], [2.32481, 1.00548, 3.31638], [1.52521, 0.59998, 2.25778], [0.34401, -0.08072, 2.57618], [0.21271, -0.95812, 3.59198], [-1.13039, -1.19042, 3.76258], [-1.75099, -0.40552, 2.79048], [-0.85079, 0.25278, 2.06798], [1.52651, 0.27678, -2.57592], [2.32151, -0.13352, -3.63612], [0.35291, 0.97808, -2.87062], [0.15081, 1.75728, -3.95652], [-1.18649, 2.07098, -3.99812], [-1.72969, 1.43288, -2.88312], [-0.79249, 0.78678, -2.19872], [5.37941, -1.30902, -4.36002], [4.16651, -0.64072, -5.46442], [4.02931, -2.29862, -4.89352], [4.76071, -1.72362, -1.94892], [3.38521, -1.00862, -0.06082], [3.43071, 1.81338, -0.25792], [4.81471, 2.50648, 1.62098], [5.41311, 2.09048, 4.04688], [4.18301, 1.42858, 5.13848], [4.08201, 3.09718, 4.59388], [1.99581, 0.80458, 4.32598], [1.06381, -1.37452, 4.09168], [-1.60449, -1.83242, 4.47448], [-2.80019, -0.29202, 2.61848], [2.01361, 0.08748, -4.64762], [0.94881, 2.07028, -4.59622], [-1.69909, 2.66808, -4.72372], [-2.74959, 1.40768, -2.56992], [-4.71629, 1.08108, -1.23952], [-3.46119, 0.60838, 0.02468], [-4.48789, -0.69112, 0.84308], [-3.64809, 2.10728, 1.10878], [-2.89489, 3.29148, 0.50328], [-1.09249, 2.90528, 0.33658], [-0.38649, 3.64108, 1.85798], [-0.53469, 4.12938, -0.90712], [-5.68569, 1.13848, -0.74372], [-4.76079, 0.32358, -2.01992], [-4.50599, 2.04708, -1.69082], [-5.09089, -0.24852, 1.63758], [-3.88509, -1.49962, 1.24848], [-5.15639, -1.11742, 0.09508], [-3.23909, 1.89478, 2.09778], [-4.71519, 2.33348, 1.20568], [-3.00819, 4.18508, 1.12478], [-3.27919, 3.52318, -0.49372], [-0.61719, 4.70658, 1.88758], [0.69511, 3.51428, 1.85298], [-0.79239, 3.15448, 2.74228], [-0.82079, 5.13528, -0.60202], [-0.96309, 3.90928, -1.88322], [0.55081, 4.08048, -0.98352], [-0.12289, -4.90012, 1.82818], [-0.53169, -4.77032, 0.46068], [-0.58249, -5.93582, -0.40402], [-0.98869, -5.35502, -1.76902], [-1.02889, -3.92722, -1.50002], [-0.79459, -3.65452, -0.21252], [-0.84069, -2.13892, 0.50818], [-0.69549, -5.69272, 2.31008], [-0.28769, -3.96352, 2.35808], [0.93541, -5.16522, 1.88188], [-1.30889, -6.65542, -0.01902], [0.39851, -6.41722, -0.42902], [-1.96709, -5.71422, -2.09792], [-0.25649, -5.57572, -2.54952], [-1.36009, -3.25002, -2.16382]],
  "forces_ev_per_a": [[1.93, 0.18, -0.05], [0.08, -0.23, -0.20], [-0.43, 0.33, 0.26], [-0.14, 0.21, -0.33], [-0.65, -0.04, -0.02], [0.15, -0.38, -1.65], [-2.97, 0.19, 0.53], [0.33, 0.66, 1.35], [-0.59, 0.13, 0.11], [-0.09, -0.10, 0.31], [-0.41, -0.35, -0.25], [0.07, 0.24, 0.19], [0.39, 0.30, 0.05], [1.11, 0.52, -1.05], [0.09, -0.76, 0.35], [-0.37, 0.14, -0.37], [-0.28, 0.34, -0.13], [0.02, -0.29, 0.64], [-0.34, 0.60, -1.52], [1.12, -0.67, 1.13], [0.45, -0.35, -0.06], [-0.07, 0.65, -0.22], [-0.33, -0.02, 0.42], [-0.19, -0.21, 0.21], [-0.08, 0.34, -0.49], [-0.54, -0.24, 1.50], [0.05, 0.03, -0.03], [0.07, 0.02, -0.06], [0.06, -0.03, -0.07], [0.12, -0.07, 0.06], [0.06, 0.05, 0.07], [0.05, -0.09, -0.08], [0.15, 0.04, -0.03], [0.08, -0.03, 0.03], [0.08, -0.01, 0.07], [0.06, 0.06, 0.08], [-0.05, 0.02, 0.11], [0.21, 0.09, 0.10], [-0.08, -0.12, 0.18], [-0.14, -0.05, -0.14], [-0.08, -0.03, -0.11], [0.26, -0.12, -0.11], [-0.07, 0.09, -0.16], [-0.17, 0.05, 0.11], [0.53, -0.09, -0.28], [-0.30, 0.54, 0.69], [0.46, -0.16, -0.08], [0.07, -0.16, -0.06], [0.15, -0.42, -0.11], [-0.21, 0.41, -0.20], [0.13, -0.73, -0.09], [0.14, -0.69, -0.11], [0.07, -0.06, 0.07], [-0.07, 0.00, -0.09], [0.00, 0.05, -0.06], [0.02, 0.06, -0.05], [0.05, -0.02, 0.01], [0.04, 0.03, 0.01], [-0.13, -0.07, 0.07], [0.13, -0.06, 0.08], [0.07, -0.06, -0.11], [0.05, 0.07, 0.04], [-0.10, -0.06, -0.16], [0.09, -0.05, 0.05], [0.01, -0.04, 0.06], [-0.09, -0.06, 0.14], [0.01, 0.00, -0.03], [0.06, 0.02, -0.03], [0.17, 0.03, 0.42], [-0.20, 0.11, -0.38], [0.08, -0.39, -0.15], [-0.01, -0.33, -0.37], [0.00, -0.10, 0.03], [-0.12, 0.21, -0.39], [-0.06, 0.89, 0.11], [-0.05, 0.02, -0.01], [0.00, -0.06, -0.07], [0.02, 0.03, 0.03], [0.06, 0.02, -0.05], [-0.07, -0.02, -0.04], [0.11, -0.01, 0.05], [-0.10, -0.04, 0.11], [0.08, 0.10, 0.17]]
}